[1]
{"formula": "C2H6O2", "method": "ωB97M-V/def2-TZVPD", "species": ["O", "C", "O", "H", "H", "C", "H", "H", "H", "H"], "positions_angstrom": [[-0.660, -1.806, -0.069], [0.224, -1.048, -0.293], [0.948, -0.749, 0.935], [0.600, -0.427, -1.143], [1.684, -0.177, 0.894], [-0.566, 2.674, -0.492], [-1.156, 2.131, 0.142], [0.097, 3.387, -0.060], [-1.325, 3.426, -0.703], [-0.150, 2.343, -1.349]], "forces_ev_per_a": [[-0.03, 0.26, -2.05], [1.19, 0.72, 4.18], [-1.90, -1.30, -1.61], [-0.59, -0.84, 0.16], [1.31, 1.19, -0.67], [-1.23, 4.17, 0.82], [-0.41, -2.37, 1.76], [1.07, -0.21, 1.15], [-0.34, 0.12, -1.11], [0.92, -1.74, -2.63]], "e_homo_ev": -11.19, "total_charge": 0}

=====

[2]
{"formula": "C2H6O2", "method": "ωB97M-V/def2-TZVPD", "species": ["C", "C", "O", "H", "H", "H", "H", "O", "H", "H"], "positions_angstrom": [[-0.710, 1.418, 0.873], [-0.211, 0.957, -0.269], [-0.907, 0.018, -1.003], [-0.453, 2.384, 1.272], [-1.372, 0.738, 1.398], [0.613, 1.370, -0.833], [-1.648, -0.341, -0.489], [1.428, -2.406, -0.047], [1.826, -2.671, -0.868], [1.434, -1.467, -0.033]], "forces_ev_per_a": [[0.59, -0.36, 0.04], [-1.75, 0.21, -0.53], [1.04, -0.56, 0.18], [0.46, -0.24, 0.41], [-0.53, 0.54, 0.04], [-0.10, 0.14, -0.10], [0.31, 0.28, -0.06], [-0.22, -1.24, 0.58], [0.20, -0.05, -0.48], [-0.02, 1.28, -0.08]], "e_homo_ev": -9.18, "total_charge": 0}

=====

[3]
{"formula": "C2H6O2S", "method": "ωB97M-V/def2-TZVPD", "species": ["O", "C", "O", "H", "H", "C", "S", "H", "H", "H", "H"], "positions_angstrom": [[3.128, 2.030, -3.297], [2.289, 2.139, -4.136], [1.665, 3.302, -4.365], [1.954, 1.315, -4.787], [1.001, 3.260, -5.064], [-1.349, -3.067, 3.996], [-2.617, -1.884, 3.592], [-1.710, -3.659, 4.814], [-1.133, -3.809, 3.224], [-0.402, -2.644, 4.333], [-1.975, -1.253, 2.614]], "forces_ev_per_a": [[-0.12, -0.03, -0.14], [0.07, -0.22, 0.00], [-0.08, 0.54, 0.12], [0.03, 0.01, 0.03], [0.10, -0.30, -0.01], [0.90, -0.74, -0.06], [-0.35, 0.15, 0.07], [-0.40, -0.14, 0.58], [-0.14, 0.35, -0.25], [-0.17, 0.27, -0.13], [0.15, 0.11, -0.21]], "e_homo_ev": -9.07, "total_charge": 0}

=====

[4]
{"formula": "C2H6O2S", "method": "ωB97M-V/def2-TZVPD", "species": ["O", "C", "O", "H", "H", "C", "S", "H", "H", "H", "H"], "positions_angstrom": [[-1.207, 1.025, -0.274], [-1.993, 0.357, 0.366], [-1.937, -0.951, 0.603], [-2.854, 0.770, 0.917], [-1.080, -1.357, 0.321], [1.520, 0.523, -1.225], [1.639, -0.505, 0.288], [1.459, 1.542, -0.835], [0.667, 0.228, -1.869], [2.471, 0.441, -1.739], [1.101, 0.577, 1.117]], "forces_ev_per_a": [[-1.00, -0.88, 0.63], [0.77, 0.88, -0.13], [0.61, -0.57, -0.10], [0.02, 0.01, -0.33], [-0.49, 0.69, -0.03], [0.04, -0.09, 0.11], [-1.10, 1.94, 1.24], [-0.34, -0.17, -0.57], [0.61, 0.41, 0.56], [-0.01, -0.14, -0.24], [0.88, -2.09, -1.14]], "e_homo_ev": -9.19, "total_charge": 0}

=====

Number 1: Kohn-Sham gap 11.915 eV, LUMO level 0.722 eV, E -6264.982 eV. Number 2: Kohn-Sham gap 10.064 eV, LUMO level 0.886 eV, E -6264.972 eV. Number 3: Kohn-Sham gap 9.609 eV, LUMO level 0.535 eV, E -17101.113 eV. Number 4: Kohn-Sham gap 9.904 eV, LUMO level 0.711 eV, E -17101.175 eV.